[1]
25
Properties=species:S:1:pos:R:3:forces:R:3 method="wB97M-V/def2-TZVPD" orbital_gap_ev=8.6 e_homo_ev=-12.015 total_charge=+1 lumo_energy_ev=-3.40 e_above_lowest_kcal_mol=31.3 largest_force_ev_per_a=1.492
C 1.07793 -1.89967 -1.00125 -0.010 0.594 -0.614
C -0.00508 -0.93833 -1.48407 -0.422 -0.618 0.358
C -0.73912 -0.21788 -0.33066 0.751 0.529 -1.166
C 0.24745 0.59532 0.54125 -0.630 -0.870 -0.325
N 0.98943 1.56108 -0.24210 -0.211 0.108 -0.059
C 0.76711 2.92656 0.18145 0.104 1.116 0.984
N 0.54776 -2.71415 0.14676 0.239 0.889 0.539
H 1.94297 -1.33291 -0.66735 0.094 -0.233 0.267
H 1.39138 -2.57985 -1.78735 0.009 -0.151 0.067
H 0.45527 -0.20612 -2.14405 0.143 0.130 0.182
H -0.72341 -1.46698 -2.11881 -0.002 -0.131 0.126
H -1.42694 -0.80853 0.27624 0.198 -0.314 0.011
H -1.39016 0.45490 -0.89520 -0.083 0.299 0.451
H 0.91597 -0.09088 1.08166 0.165 0.026 -0.007
H -0.37701 1.01688 1.31303 0.112 0.597 0.341
H 1.97712 1.35774 -0.26192 0.024 0.034 0.057
H 1.22241 3.68680 -0.45057 0.050 -0.352 -0.442
H 1.15048 3.16528 1.18841 0.097 -0.339 -0.026
H -0.28887 3.18615 0.26193 -0.144 -0.335 -0.387
H -0.43971 -2.87206 -0.00750 -0.313 -0.856 -0.290
H 0.52107 -2.14740 1.00088 0.333 0.106 -0.041
H 1.10722 -3.54067 0.34669 -0.325 -0.277 -0.129
H -3.41528 0.75787 2.29736 -0.014 -0.070 0.137
H -2.83556 1.41012 1.06604 -0.013 0.094 -0.105
O -2.67243 0.69671 1.68913 -0.152 0.021 0.071


[2]
39
Properties=species:S:1:pos:R:3:forces:R:3 method="wB97M-V/def2-TZVPD" orbital_gap_ev=7.5 e_homo_ev=-8.907 total_charge=0 lumo_energy_ev=-1.37 largest_force_ev_per_a=3.888
O -2.73050 2.89924 -0.53907 0.121 -0.744 0.213
C -1.65886 3.45013 -0.63467 -3.048 -0.103 0.030
N -1.69055 4.82268 -0.80181 2.565 1.543 0.016
C -0.57512 5.50617 -0.67529 -2.168 -1.157 0.359
N -0.71107 6.84552 -0.87914 1.311 2.460 -0.669
C 0.36776 7.56130 -1.08330 -0.819 -0.844 0.361
C 1.72795 7.02449 -1.05930 0.212 -2.612 0.156
C 1.93775 5.68986 -0.72706 -0.420 2.364 -0.643
C 0.72239 4.87340 -0.27448 -0.128 0.956 -1.501
C 0.68083 3.46180 -0.76188 3.429 -1.833 -0.002
O 1.75714 2.94666 -1.05982 -1.685 0.168 0.117
N -0.49828 2.73409 -0.65155 1.882 1.108 -0.278
C -0.43026 1.33395 -0.44918 -0.276 -0.823 -0.194
C -0.89609 0.41433 -1.41160 0.317 -0.333 1.081
C -0.82531 -0.95355 -1.18183 0.314 0.229 1.140
C -0.33259 -1.41737 0.05943 0.492 0.049 -0.770
C -0.18354 -2.83016 0.28993 -0.299 0.356 0.150
C -0.12827 -4.00651 0.52582 -0.314 -0.265 0.094
C -0.16157 -5.41672 0.80637 0.133 -0.236 0.660
C -1.33936 -6.03500 1.29451 -0.339 -0.034 -0.092
C -1.37555 -7.42203 1.53873 1.104 0.736 -0.498
C -0.18915 -8.16430 1.33574 -0.644 0.660 -0.315
C 0.99344 -7.54143 0.89779 -0.825 -0.349 0.613
C 1.01961 -6.16127 0.68401 0.044 -0.917 -0.125
C 0.13137 -0.50382 0.99766 0.253 0.067 0.342
C 0.09240 0.86081 0.75390 -0.310 -0.346 -0.225
Cl 0.65930 1.91068 2.02484 -0.133 0.024 -0.413
H 0.27535 8.64053 -1.32169 -0.299 -0.742 0.300
H 2.51806 7.67988 -1.41937 0.028 -0.299 0.266
H 2.95519 5.26652 -0.78432 -0.871 -0.003 0.231
H 0.74932 4.77756 0.79268 -0.001 0.012 0.987
H -1.36970 0.73885 -2.30392 -0.110 0.575 -0.642
H -1.12692 -1.70379 -1.89616 -0.176 0.215 -0.217
H -2.24166 -5.40695 1.48096 0.844 -0.595 -0.319
H -2.30922 -7.90280 1.82873 0.334 0.113 0.075
H -0.23261 -9.23676 1.47597 0.179 -0.001 0.042
H 1.86753 -8.18400 0.77304 -0.100 0.480 -0.027
H 1.97919 -5.72104 0.41971 -0.417 0.245 -0.121
H 0.57163 -0.83095 1.93559 -0.180 -0.124 -0.182


[3]
15
Properties=species:S:1:pos:R:3:forces:R:3 method="wB97M-V/def2-TZVPD" orbital_gap_ev=9.8 e_homo_ev=-8.884 total_charge=0 lumo_energy_ev=0.93 e_above_lowest_kcal_mol=28.4 largest_force_ev_per_a=2.888
H -1.07647 -2.39089 1.17775 0.157 0.031 -0.382
N -0.38152 -1.64972 1.18646 0.340 -0.179 0.516
C -0.38308 -0.92180 0.15693 -0.856 0.266 0.440
C -1.31295 -0.90505 -1.01372 -2.219 -1.804 0.399
C -0.87227 0.16920 -1.92114 1.738 0.296 0.136
C -0.17180 1.15601 -0.95859 0.267 0.132 -0.550
N 0.37355 0.21923 0.02479 0.797 0.939 0.689
S 1.41708 0.81257 1.22751 -0.546 -0.037 0.582
H -1.36676 -1.89486 -1.50876 0.012 0.451 0.325
H -2.35138 -0.68658 -0.63663 0.878 -0.276 -0.125
H -1.65418 0.50413 -2.53747 -0.958 0.959 -0.622
H -0.12739 -0.27302 -2.57745 0.323 0.269 -0.193
H -0.80963 1.93124 -0.50029 -0.197 -0.499 -0.011
H 0.66101 1.71163 -1.40120 -0.172 -0.192 -0.159
H 0.54777 1.12056 2.28425 0.436 -0.357 -1.045


[4]
82
Properties=species:S:1:pos:R:3:forces:R:3 method="wB97M-V/def2-TZVPD" orbital_gap_ev="6.6 / 7.3" e_homo_ev="-7.943 / -7.928" total_charge=0 lumo_energy_ev="-1.36 / -0.66" s2=0.91 spin_multiplicity=2 e_above_lowest_kcal_mol=26.4 largest_force_ev_per_a=2.286
Ru 0.12841 0.56342 -0.06947 0.475 0.575 1.695
C 2.88961 3.98482 0.65663 0.059 -0.063 -0.054
C 1.45071 4.03662 0.24533 0.404 0.672 -0.564
C 0.94531 5.16612 -0.39447 0.124 -0.327 0.179
C -0.40649 5.21372 -0.70427 -0.144 -0.005 0.117
C -1.22389 4.17002 -0.34277 0.218 -0.063 -0.131
C -0.65439 3.05592 0.30973 -0.001 0.945 -0.116
N 0.67701 3.00812 0.56123 -0.577 -0.801 0.049
N -1.35479 1.99822 0.74623 1.546 -1.504 -0.758
Si -2.86989 2.16082 1.56213 -0.578 -0.364 0.504
C -2.98699 0.69952 2.77923 -0.092 0.581 -0.510
C -2.80009 3.81242 2.53233 0.061 -0.634 -0.498
C -4.39559 2.19402 0.40093 0.676 -0.054 0.527
H 3.10741 4.82252 1.31793 0.047 0.027 0.060
H 3.54391 4.06382 -0.20987 0.067 0.014 -0.026
H 3.10101 3.05192 1.17003 0.056 0.009 0.034
H 1.59481 5.99422 -0.62977 0.109 0.077 0.048
H -0.81579 6.07942 -1.20567 -0.045 0.044 -0.063
H -2.27689 4.16712 -0.57167 -0.115 -0.027 -0.077
H -2.30579 0.83492 3.61483 0.150 0.115 0.128
H -2.73329 -0.23198 2.28433 0.027 -0.117 -0.131
H -3.99129 0.60762 3.17953 -0.241 -0.014 0.135
H -1.86699 3.88932 3.08353 0.174 -0.054 0.101
H -3.61469 3.89442 3.24353 -0.236 -0.090 0.131
H -2.85479 4.66932 1.86833 -0.039 0.134 -0.122
H -4.28309 1.49552 -0.42147 0.088 -0.180 -0.174
H -4.55429 3.18222 -0.02047 0.025 0.191 -0.090
H -5.29259 1.92832 0.95013 -0.219 -0.056 0.161
F -5.77079 -2.29128 2.63543 0.252 -0.100 -0.004
C -4.65349 -2.75868 2.05173 -0.327 0.377 -0.462
C -4.37199 -2.42908 0.77623 -0.465 -0.091 0.952
N -3.29069 -2.92958 0.12153 0.224 -0.560 -0.113
C -2.83539 -2.29818 -1.09447 0.617 0.540 0.095
C -1.94159 -1.09458 -0.67417 -1.026 -0.774 -0.596
O -1.62849 -0.24268 -1.52067 0.730 0.324 -0.227
O -1.58559 -1.08578 0.51703 0.691 0.594 0.424
C -2.34739 -3.69468 0.78843 -0.378 -0.115 -0.095
O -1.34949 -4.12098 0.25793 0.286 -0.125 -0.269
N -2.65429 -3.98288 2.09733 0.179 -0.173 0.248
C -3.77189 -3.60528 2.83953 0.048 0.089 -0.183
O -3.91449 -3.96178 3.98303 -0.105 0.044 0.145
H -5.00859 -1.75668 0.22013 -0.074 0.003 -0.010
H -3.67359 -1.99708 -1.72077 0.041 0.034 0.083
H -2.20629 -3.00928 -1.63607 -0.122 0.180 0.000
H -1.97419 -4.55578 2.58743 -0.186 0.054 -0.165
C 1.20951 -0.33798 -3.07557 -0.042 0.057 0.313
N 1.95361 0.82652 -3.48137 -0.281 0.450 -0.512
C 3.13401 0.52262 -4.24897 -0.042 -0.051 0.176
C 2.14221 1.81792 -2.44627 -0.195 -0.121 0.187
C 2.97681 1.34252 -1.26947 -0.745 0.198 -0.377
C 4.36311 1.45262 -1.30857 -0.018 -0.134 0.242
C 5.12571 1.00062 -0.24767 0.166 0.069 -0.057
C 4.50571 0.47592 0.87263 -0.151 -0.032 0.062
C 3.12091 0.38952 0.92283 -0.457 -0.225 0.232
C 2.34821 0.78632 -0.16147 -1.090 -0.021 0.064
H 0.85751 -0.86668 -3.96117 -0.067 -0.076 -0.025
H 0.32671 -0.01258 -2.50087 0.246 -0.222 -0.375
H 1.79661 -1.03618 -2.46207 -0.067 -0.033 0.000
H 2.85131 -0.08658 -5.10737 0.045 -0.037 -0.034
H 3.88691 -0.02408 -3.66457 0.148 -0.096 -0.051
H 3.57951 1.44862 -4.61327 0.066 0.022 -0.045
H 1.13971 2.10062 -2.07337 0.327 0.077 -0.201
H 2.60481 2.69672 -2.90587 -0.046 0.032 0.087
H 4.84601 1.91092 -2.16167 -0.042 0.016 -0.106
H 6.20251 1.07452 -0.28617 0.103 0.010 0.008
H 5.09481 0.13122 1.71093 0.012 0.011 0.071
H 2.65011 0.00802 1.82533 0.027 -0.046 -0.093
C 1.29501 -5.98318 -1.18367 0.195 0.065 -0.035
C 2.39671 -4.96968 -0.87547 -0.074 -0.259 -0.132
C 1.85501 -3.81418 -0.12007 -0.049 -0.066 0.642
N 1.62031 -2.65798 -0.60927 0.454 -0.479 -1.137
N 1.07451 -1.79228 0.24113 -0.922 1.438 0.429
C 0.87981 -2.27468 1.43403 0.431 -0.583 0.065
N 0.44951 -1.52228 2.46603 -0.217 0.498 0.277
S 1.39501 -3.93648 1.58303 0.137 0.702 -0.381
H 1.70501 -6.79658 -1.77517 -0.024 -0.157 -0.042
H 0.49821 -5.50468 -1.74407 -0.155 0.005 -0.026
H 0.88181 -6.38498 -0.26337 -0.148 -0.101 0.059
H 2.81871 -4.59678 -1.81067 0.071 0.084 0.151
H 3.18581 -5.45888 -0.29837 0.061 0.113 -0.079
H 0.02001 -0.63448 2.18183 -0.015 -0.590 0.333
H 0.03001 -1.99258 3.25233 -0.049 0.148 -0.069


[5]
6
Properties=species:S:1:pos:R:3:forces:R:3 method="wB97M-V/def2-TZVPD" orbital_gap_ev=10.2 e_homo_ev=-9.755 total_charge=0 lumo_energy_ev=0.44 e_above_lowest_kcal_mol=0.0 largest_force_ev_per_a=0.997
N -0.29067 -0.18262 0.00011 0.885 0.458 0.002
C -1.33682 -1.00039 0.00048 -0.875 0.180 -0.006
O -1.36321 -2.18299 -0.00017 0.143 -0.404 0.003
I -3.19504 0.15715 -0.00001 0.039 -0.047 0.001
H 0.63569 -0.58477 -0.00037 -0.089 -0.024 0.000
H -0.39133 0.81814 0.00033 -0.103 -0.163 0.000


[6]
89
Properties=species:S:1:pos:R:3:forces:R:3 method="wB97M-V/def2-TZVPD" orbital_gap_ev="6.2 / 6.5" e_homo_ev="-16.952 / -16.949" total_charge=+3 lumo_energy_ev="-10.75 / -10.50" s2=0.76 spin_multiplicity=2 largest_force_ev_per_a=2.721
Re -0.13134 -0.34416 -0.50721 -0.863 -1.409 -2.162
C 1.23246 -1.75881 -6.95990 0.015 0.068 -0.024
C 0.87058 -2.32866 -5.57893 0.041 -0.049 -0.051
C 0.75449 -3.86122 -5.66297 -0.018 -0.079 0.021
C 1.94898 -1.98092 -4.57050 -0.054 -0.060 -0.192
C 3.29871 -2.19774 -4.87023 0.067 -0.027 0.017
C 4.32501 -1.92577 -3.98071 0.022 -0.043 -0.082
C 4.02519 -1.46117 -2.71307 -0.123 0.013 -0.129
C 2.68454 -1.28779 -2.38311 0.038 0.385 -0.060
P 2.20685 -1.00761 -0.71319 0.079 0.045 1.265
C 2.26734 -2.59434 0.13299 -0.089 -0.209 0.068
C 3.35400 -3.44767 -0.08940 -0.006 -0.011 -0.131
C 3.44737 -4.64428 0.59913 0.031 -0.018 0.000
C 2.45790 -5.01678 1.50239 -0.008 -0.049 0.041
C 1.36096 -4.19602 1.71358 0.192 0.047 -0.141
C 1.27291 -2.98836 1.03335 0.009 -0.105 0.170
C 3.33794 0.13409 0.06002 0.050 0.093 0.063
C 4.30631 -0.30399 0.96257 -0.045 0.049 0.118
C 5.21726 0.60852 1.48163 -0.010 -0.047 0.006
C 5.15365 1.94410 1.11634 -0.005 0.036 -0.022
C 4.18291 2.38595 0.21892 0.012 -0.038 0.018
C 3.27847 1.48255 -0.30634 0.119 0.031 -0.115
C 1.68369 -1.49416 -3.31058 -0.247 0.054 -0.029
O 0.36915 -1.14530 -2.87038 -0.041 -0.138 0.069
C -0.65217 -1.20459 -3.87087 0.310 0.060 0.130
C -1.85658 -0.63299 -3.51605 -0.188 -0.173 0.000
C -2.94588 -0.62248 -4.38532 0.163 -0.066 -0.020
C -2.79124 -1.21917 -5.62044 0.037 -0.065 -0.115
C -1.56434 -1.76385 -5.96739 -0.086 0.022 -0.029
C -0.45340 -1.75385 -5.11823 0.113 -0.098 -0.103
P -1.92402 0.24909 -2.00942 0.058 0.713 0.694
C -1.70198 1.98682 -2.34740 -0.007 0.153 -0.128
C -2.76183 2.88658 -2.42104 0.142 0.102 -0.010
C -2.50848 4.19961 -2.80801 -0.018 -0.009 0.033
C -1.21925 4.60476 -3.12203 0.010 0.012 0.003
C -0.15766 3.70246 -3.06037 -0.030 0.007 0.036
C -0.40038 2.39464 -2.67444 -0.001 -0.005 -0.044
C -3.40153 -0.08893 -1.10234 -0.095 0.019 0.141
C -3.80531 0.79746 -0.09116 -0.013 0.004 -0.044
C -4.92623 0.50756 0.65952 -0.007 -0.062 0.018
C -5.63568 -0.66921 0.41815 -0.011 0.025 0.026
C -5.22676 -1.55608 -0.56848 0.035 -0.030 -0.004
C -4.10069 -1.27975 -1.32846 -0.042 0.036 0.065
H 2.15814 -2.19607 -7.32923 -0.026 -0.001 -0.008
H 1.35237 -0.67472 -6.92858 -0.009 -0.016 0.013
H 0.46492 -1.99702 -7.69368 0.028 -0.013 0.001
H 1.69931 -4.29672 -5.99043 -0.021 0.012 -0.001
H -0.01274 -4.14502 -6.38447 0.021 0.005 0.009
H 0.49361 -4.29546 -4.69587 0.004 0.008 -0.017
H 3.55608 -2.58713 -5.84636 -0.015 0.011 0.020
H 5.35416 -2.09050 -4.26952 -0.021 0.022 -0.032
H 4.80924 -1.24033 -1.99914 -0.041 -0.009 0.022
H 4.12365 -3.18960 -0.80575 0.002 -0.014 0.042
H 4.29562 -5.29394 0.42822 -0.008 0.015 0.003
H 2.54398 -5.95113 2.04151 0.000 -0.003 -0.032
H 0.58403 -4.48662 2.40718 -0.005 0.023 -0.006
H 0.41032 -2.38243 1.25502 -0.050 0.167 -0.028
H 4.34770 -1.34067 1.27166 0.013 0.009 -0.029
H 5.98022 0.27129 2.17053 -0.028 0.003 0.010
H 5.86652 2.64816 1.52543 -0.010 -0.008 -0.008
H 4.15488 3.42739 -0.07463 -0.006 -0.012 -0.001
H 2.55016 1.81453 -1.04183 0.044 -0.028 -0.043
H -3.88395 -0.15910 -4.10614 0.027 -0.001 0.041
H -3.61702 -1.24699 -6.31801 0.023 -0.019 -0.012
H -1.46177 -2.21235 -6.94688 0.005 0.000 0.027
H -3.77261 2.57979 -2.18490 0.001 -0.015 -0.033
H -3.32651 4.90538 -2.87078 0.014 -0.011 -0.002
H -1.03761 5.62576 -3.43184 -0.004 -0.014 0.002
H 0.84078 4.01878 -3.33681 -0.020 -0.010 -0.004
H 0.42323 1.67595 -2.67303 -0.048 0.012 -0.064
H -3.25626 1.71494 0.09357 -0.004 -0.008 -0.018
H -5.25629 1.19054 1.43106 -0.003 -0.005 -0.016
H -6.51426 -0.89369 1.00911 0.006 0.007 -0.013
H -5.78323 -2.46690 -0.74411 0.001 0.016 -0.002
H -3.78153 -1.97736 -2.09208 -0.001 0.010 -0.004
O -0.95470 2.06835 4.82842 0.116 0.188 -0.290
C -0.41280 2.90781 3.94854 -0.221 -0.206 0.289
O -0.01819 3.99573 4.22852 0.018 0.072 0.010
C -0.27303 2.45465 2.51751 0.252 0.235 0.080
C 0.26231 3.30301 1.55559 0.019 0.153 0.027
N 0.35836 2.63158 0.40681 -0.074 -0.148 -0.062
N -0.10584 1.38172 0.54314 0.184 0.625 0.723
C -0.47712 1.27167 1.83651 -0.107 0.061 -0.508
C -1.08943 -0.01812 2.14693 -0.233 -0.418 0.221
O -1.51032 -0.37047 3.19460 -0.095 -0.077 0.012
O -1.14890 -0.81022 1.00227 0.793 0.310 0.306
H -1.23663 1.22767 4.43614 -0.022 -0.093 0.059
H 0.55659 4.33818 1.65484 0.018 -0.045 -0.005
H 0.64705 2.97650 -0.49938 -0.060 0.030 -0.046


[7]
7
Properties=species:S:1:pos:R:3:forces:R:3 method="wB97M-V/def2-TZVPD" orbital_gap_ev="7.2 / 8.4" e_homo_ev="-7.508 / -8.505" total_charge=0 lumo_energy_ev="-0.30 / -0.06" e_above_lowest_kcal_mol=98.8 largest_force_ev_per_a=5.022
C -3.55345 0.57898 -0.41304 3.829 2.750 -1.732
C 0.10749 -0.55961 0.35316 -2.317 -1.633 0.521
O -3.25352 1.67241 -0.77947 -1.537 -1.345 0.629
Cl -4.84611 -0.30273 -0.01570 -3.100 -0.961 0.663
Br -1.73202 -0.84595 0.42268 1.338 -0.661 0.270
H 0.71974 -1.11887 -0.26584 0.749 -0.986 -1.235
H 0.28365 0.39866 0.60964 1.037 2.836 0.885